13 unconnected molecules or ions with the total composition C75H169N7O13 in a non-equilibrium geometry, computed with the ωB97M-V functional and the def2-TZVPD basis.

Properties
**Relative energy (zero: lowest compared OMol25 entry of this formula, charge and spin)**: 76.8 kcal per mole
**Charge**: 0
**E_HOMO**: -7.59 eV

Each line ends with the Mulliken charge.
Atoms and positions in Å:
O 1.63905 -6.91109 3.85298  -0.68
H 1.69537 -6.04048 4.24680  0.28
H 1.57559 -6.74536 2.91238  0.42
O 4.01580 -5.18613 0.30771  -0.62
H 4.80060 -5.55433 0.71362  0.28
H 3.98148 -4.28417 0.62631  0.20
C -0.22720 0.69147 3.40265  -2.29
C 0.73235 -0.13049 2.65707  1.71
C 0.72542 -1.54592 3.28546  -1.57
C 1.39490 -2.63546 2.40513  0.64
C 0.70147 -2.77248 1.16099  -1.58
C 0.67447 -1.39715 0.32970  3.03
N 0.27369 -0.19978 1.23213  0.84
O 0.16841 1.02743 0.59874  0.34
C 1.98282 -1.18271 -0.35924  -0.01
C -0.45191 -1.66331 -0.61453  -1.70
C 2.11817 0.50337 2.88920  -1.08
H -1.22695 0.28523 3.24911  0.36
H -0.33911 1.70295 3.01216  0.32
H 0.06584 0.78868 4.44801  0.40
H 1.39186 -1.59963 4.14632  0.62
H -0.29745 -1.82616 3.53708  0.43
H 1.64653 -3.55349 2.93616  0.41
H 2.37517 -2.25403 2.11933  -0.95
H -0.27523 -3.25444 1.20432  0.44
H 1.28402 -3.45915 0.54680  -0.10
H 1.94862 -0.21882 -0.86704  -0.35
H 2.75727 -1.18170 0.40778  -0.55
H 2.23214 -2.03431 -0.99226  0.18
H -0.27651 -2.49992 -1.29085  0.38
H -1.38479 -1.64543 -0.05104  0.57
H -0.53544 -0.85635 -1.34249  -0.75
H 2.34064 0.58967 3.95276  0.08
H 1.85040 1.48701 2.50339  0.55
H 2.98563 0.15449 2.32893  -0.51
H -0.78127 1.16778 0.59645  0.10
C -5.32090 -2.12831 1.38777  -1.80
C -5.37572 -0.55829 1.06893  1.30
C -6.29325 -0.37033 -0.20682  -1.06
C -6.62552 1.03259 -0.52927  0.53
C -7.30395 1.78872 0.74488  -1.97
C -6.51627 1.61627 2.11563  1.90
N -5.98463 0.18936 2.20598  0.30
O -5.46973 -0.07061 3.41172  -0.24
C -5.37534 2.69236 2.30488  -1.50
C -7.57160 1.82821 3.18135  -2.08
C -3.91082 -0.08514 0.85668  -0.17
H -6.23872 -2.43648 1.88850  0.48
H -4.43067 -2.32466 1.98530  0.32
H -5.04328 -2.57848 0.43469  0.33
H -5.69745 -0.81512 -1.00388  0.09
H -7.21966 -0.88979 0.03818  0.40
H -7.31895 0.97899 -1.36855  0.86
H -5.72718 1.49860 -0.93413  -0.62
H -8.38088 1.62084 0.75613  0.38
H -7.34431 2.86102 0.55346  0.48
H -4.72825 2.63912 1.42936  0.19
H -5.71779 3.72690 2.32840  0.46
H -4.81516 2.51951 3.22380  0.20
H -8.01108 2.82447 3.23066  0.37
H -8.38345 1.12663 2.98952  0.50
H -7.23420 1.69401 4.20909  0.40
H -3.30832 0.40902 1.61884  0.29
H -3.80444 0.58488 0.00353  -0.59
H -3.37612 -0.85716 0.30334  -0.16
H -6.25669 -0.35461 3.88250  0.33
C -3.49435 -1.43668 -2.81151  -1.21
C -4.11775 -1.76962 -4.14781  3.26
C -3.63893 -3.13157 -4.55335  -0.21
C -4.46047 -3.81536 -5.66198  -1.25
C -5.96488 -3.87052 -5.25771  -1.16
C -6.41839 -2.37667 -4.92455  1.02
N -5.55579 -1.80263 -3.87469  0.24
O -6.03272 -0.52982 -3.60494  -0.17
C -6.55445 -1.59969 -6.32337  -1.58
C -7.93854 -2.60880 -4.29600  -1.79
C -3.74841 -0.73576 -5.22909  -1.84
H -4.07155 -0.59740 -2.42351  -0.37
H -2.48500 -1.02836 -2.76069  -0.55
H -3.43492 -2.24780 -2.08579  0.78
H -2.60559 -3.06246 -4.89328  -0.52
H -3.31970 -3.72294 -3.69518  0.52
H -4.18106 -4.85427 -5.83718  0.60
H -4.48813 -3.48228 -6.69947  0.27
H -6.09975 -4.65456 -4.51259  0.39
H -6.46716 -4.04423 -6.20936  0.46
H -5.68692 -1.82158 -6.94486  0.38
H -7.49598 -1.93340 -6.75956  0.55
H -6.62799 -0.51580 -6.23460  0.09
H -8.41188 -1.64146 -4.12780  0.43
H -8.62436 -3.07453 -5.00371  0.42
H -8.01685 -2.92542 -3.25595  0.42
H -4.40012 0.13651 -5.27921  0.57
H -3.58585 -1.03867 -6.26345  0.17
H -2.75647 -0.29472 -5.13092  0.39
H -6.71531 -0.59863 -2.93343  0.23
C 2.74517 2.16175 -2.34384  -1.70
C 3.75944 3.40191 -2.14847  2.10
C 2.77299 4.59883 -2.19803  -1.17
C 3.35107 5.92139 -1.55302  -1.32
C 3.79717 5.54811 -0.15644  -1.31
C 4.77882 4.35435 0.01134  1.57
N 4.22832 3.25316 -0.70828  0.52
O 4.82859 1.99731 -0.46303  -0.21
C 6.15250 4.93919 -0.46430  -1.59
C 4.76436 3.83106 1.51126  -1.92
C 4.76899 3.36553 -3.21486  -1.57
H 3.26844 1.20683 -2.39298  -0.07
H 2.22778 2.39710 -3.27391  0.57
H 2.04527 2.03233 -1.51832  0.28
H 2.43542 4.73658 -3.22525  0.61
H 1.93791 4.24909 -1.59105  0.23
H 2.42575 6.49747 -1.55540  0.55
H 4.06616 6.48009 -2.15683  0.39
H 2.85091 5.25413 0.29774  0.30
H 4.05540 6.37738 0.50213  0.54
H 6.18171 5.23542 -1.51287  0.33
H 6.35986 5.90057 0.00565  0.39
H 6.87676 4.15161 -0.25631  0.36
H 5.17735 4.42384 2.32743  0.51
H 3.75321 3.71080 1.90013  0.45
H 4.99210 2.78030 1.69057  0.05
H 4.36606 3.50834 -4.21753  0.35
H 5.30940 2.41895 -3.20843  0.22
H 5.42406 4.22468 -3.07049  0.37
H 4.20372 1.52074 0.08834  0.15
C 4.17659 5.10773 8.63426  -1.91
C 3.48387 3.77190 8.20802  1.57
C 3.31232 3.91398 6.65404  -1.49
C 2.92088 2.57973 6.03513  0.01
C 3.93300 1.46994 6.42437  -1.43
C 4.15922 1.28866 7.95923  1.50
N 4.34005 2.64607 8.53758  0.34
O 4.68875 2.54649 9.97369  -0.50
C 2.85802 0.52089 8.56986  -1.59
C 5.30300 0.21885 8.00313  -1.69
C 2.08068 3.82897 8.93372  -1.71
H 4.16798 5.22347 9.71806  0.35
H 3.66857 5.98284 8.22903  0.40
H 5.15471 5.09157 8.15351  0.50
H 2.36486 4.45283 6.64553  0.47
H 3.91415 4.65189 6.12358  0.38
H 3.00553 2.61197 4.94890  0.07
H 1.87003 2.44618 6.29198  0.19
H 4.88954 1.74239 5.97837  0.39
H 3.69460 0.49409 6.00132  0.48
H 1.89830 1.03705 8.59475  0.24
H 2.58416 -0.35293 7.97863  0.40
H 3.03874 0.33959 9.62937  0.39
H 6.25167 0.68469 7.73646  0.47
H 5.45269 -0.25239 8.97453  0.39
H 5.33781 -0.48761 7.17379  0.37
H 1.36168 3.02603 8.77114  0.27
H 1.54440 4.76043 8.75234  0.46
H 2.21000 3.78527 10.01513  0.42
H 5.60223 2.25127 9.97437  0.33
C -5.70974 3.17805 -4.01589  -1.80
C -4.51450 4.07354 -3.86887  1.61
C -4.79188 5.07278 -2.63625  -0.90
C -3.53332 5.89618 -2.22862  -1.05
C -2.43718 4.88950 -1.78312  -1.07
C -2.06343 3.72010 -2.75325  1.59
N -3.29193 3.26319 -3.53485  0.90
O -3.02779 2.15684 -4.23536  -0.40
C -1.00526 4.30966 -3.73412  -1.50
C -1.43493 2.64949 -1.87930  -1.63
C -4.33696 4.82103 -5.14441  -2.01
H -5.88718 2.66374 -3.07138  0.06
H -5.60992 2.57757 -4.92008  0.51
H -6.64003 3.71747 -4.19387  0.40
H -5.51042 5.88992 -2.70020  0.43
H -5.13444 4.43673 -1.82004  0.18
H -3.68024 6.53655 -1.35888  0.48
H -3.15248 6.49725 -3.05432  0.40
H -2.84676 4.49828 -0.85183  0.36
H -1.59358 5.55814 -1.61178  0.41
H -1.46442 5.15829 -4.24116  0.38
H -0.16267 4.69988 -3.16326  0.09
H -0.63663 3.63098 -4.50327  0.35
H -2.20976 2.19621 -1.26101  -0.07
H -0.94172 1.82716 -2.39758  0.37
H -0.64314 3.02794 -1.23281  0.46
H -3.57346 5.59395 -5.05630  0.30
H -5.28790 5.29740 -5.38291  0.49
H -4.06202 4.13823 -5.94833  0.33
H -3.54828 1.38634 -3.99657  0.11
C 2.59261 -5.30391 -6.09614  -2.05
C 2.12512 -3.95307 -5.52859  1.67
C 3.28327 -3.05549 -5.85143  -1.40
C 3.00057 -1.55530 -5.62613  -0.03
C 1.72266 -1.12804 -6.41984  -1.84
C 0.50051 -2.00877 -6.07551  2.54
N 0.88402 -3.49000 -6.09954  0.35
O -0.12076 -4.35118 -5.98663  -0.43
C -0.07212 -1.55761 -4.74267  -0.91
C -0.42973 -1.69875 -7.21287  -2.04
C 1.97264 -4.17028 -3.96415  -1.43
H 2.56421 -5.34845 -7.18486  0.50
H 2.19026 -6.21162 -5.64640  0.33
H 3.64215 -5.44948 -5.84046  0.42
H 4.12012 -3.21568 -5.17162  0.39
H 3.66943 -3.22731 -6.85614  0.44
H 3.73018 -0.84872 -6.02174  0.59
H 2.91075 -1.17862 -4.60724  -0.11
H 1.94795 -1.17868 -7.48510  0.44
H 1.58509 -0.07268 -6.18450  0.50
H -0.71596 -2.36496 -4.39373  -0.03
H 0.63711 -1.38064 -3.93411  -0.29
H -0.72633 -0.68877 -4.67043  0.10
H -0.16371 -2.10061 -8.19054  0.48
H -1.47070 -1.97108 -7.03877  0.07
H -0.39504 -0.61895 -7.35756  0.45
H 1.84936 -3.22646 -3.43301  -0.31
H 2.89056 -4.59631 -3.55915  0.59
H 1.07694 -4.77511 -3.82273  0.49
H -0.25544 -4.70400 -6.86923  0.34
C 6.84267 -1.67185 3.99317  -1.70
C 5.62022 -1.36153 3.08162  1.30
C 5.90456 -0.34696 1.96031  -1.09
O 5.20342 -2.55092 2.50729  -0.38
H 7.28924 -0.84817 4.55014  0.37
H 7.63626 -2.03630 3.34087  0.38
H 6.75494 -2.34755 4.84395  0.44
H 4.78881 -0.99545 3.68398  -0.32
H 6.12543 0.63510 2.37850  0.38
H 5.10193 -0.28124 1.22576  -0.14
H 6.87779 -0.45659 1.48186  0.41
H 4.84860 -3.14378 3.17379  0.33
C -4.83326 0.18102 8.47830  -1.33
C -4.02631 -0.43728 7.33957  0.61
C -3.02484 0.53374 6.75637  -1.02
O -3.29807 -1.60290 7.60451  -0.58
H -5.59795 -0.48791 8.87313  0.36
H -5.24602 1.11125 8.08793  0.32
H -4.09898 0.41817 9.24817  0.33
H -4.63057 -0.81733 6.51584  0.15
H -2.46987 0.04759 5.95402  0.07
H -2.35409 0.91217 7.52772  0.43
H -3.60862 1.33419 6.30186  0.33
H -3.89374 -2.35184 7.68109  0.33
C 1.74903 -7.30448 -1.07480  -1.46
C 1.05737 -6.57240 0.06947  1.75
C -0.22322 -7.33068 0.46074  -1.63
O 1.92696 -6.43315 1.21803  -0.54
H 1.08045 -7.60720 -1.88069  0.40
H 2.33260 -8.20305 -0.87451  0.39
H 2.59830 -6.76423 -1.49311  0.23
H 0.75470 -5.60814 -0.33879  -0.48
H -0.44548 -7.07153 1.49589  0.42
H 0.01501 -8.39200 0.39046  0.37
H -1.03123 -7.01062 -0.19712  0.35
H 2.72045 -6.01138 0.88027  0.37
C 5.30537 -1.60312 -2.41931  -1.02
C 6.39169 -2.56680 -1.81074  0.54
C 7.75479 -1.89732 -1.78915  -1.54
O 6.02832 -2.75516 -0.51203  -0.32
H 4.30230 -1.85523 -2.07523  -0.23
H 5.15442 -1.77744 -3.48464  0.49
H 5.51660 -0.53440 -2.38273  0.49
H 6.48212 -3.53237 -2.30833  0.45
H 8.11965 -1.46949 -2.72293  0.38
H 8.40108 -2.68998 -1.41218  0.42
H 7.92743 -1.14911 -1.01554  0.26
H 5.80626 -1.93844 -0.05900  -0.04